1.
DFT (wB97M-V/def2-TZVPD) results for a cluster of 2 separate species, C3H9N2 in total in a non-equilibrium geometry.

Element x y z (Å)
C 1.150 -0.228 -0.131
C -1.737 -0.656 0.244
C -1.112 0.769 -0.172
N 2.431 -0.198 0.245
N 0.342 0.802 -0.010
H 0.790 -1.014 -0.931
H -1.453 -0.925 1.219
H -2.865 -0.642 0.237
H -1.460 -1.370 -0.485
H -1.516 1.582 0.218
H -1.342 0.989 -1.804
H 2.986 -0.863 -0.167
H 2.945 0.289 0.950
H 0.842 1.467 0.586

The calculation puts the lowest unoccupied orbital energy at -4.35 eV. The gap between HOMO and LUMO comes out at 10.137 eV. Its largest force on an atom is 7.54 eV Å⁻¹. The value obtained for the energy above the lowest of the compared OMol25 structures with the same formula, charge and spin is 74.85 kcal/mol. The charge is +1.

2.
DFT (wB97M-V/def2-TZVPD) results for a structure of composition C25H19BClF4MoO3PS in a non-equilibrium geometry.

Element x y z (Å)
Mo -0.750 0.834 1.559
Cl 0.962 2.457 1.358
C 1.437 2.472 -0.314
C 2.571 3.244 -0.611
C 3.045 3.333 -1.916
C 2.387 2.650 -2.930
C 1.256 1.879 -2.640
C 0.746 1.768 -1.329
P -0.743 0.741 -0.972
C -2.037 1.998 -0.698
C -3.149 1.640 0.084
C -4.174 2.555 0.341
C -4.105 3.844 -0.179
C -3.013 4.218 -0.957
C -1.988 3.303 -1.214
C -1.190 -0.024 -2.563
C -2.167 0.476 -3.436
C -2.449 -0.166 -4.647
C -1.763 -1.323 -5.003
C -0.798 -1.844 -4.147
C -0.517 -1.202 -2.938
H 3.090 3.781 0.180
H 3.924 3.932 -2.139
H 2.749 2.713 -3.953
H 0.781 1.372 -3.477
H -3.226 0.640 0.506
H -5.023 2.258 0.952
H -4.900 4.557 0.023
H -2.955 5.224 -1.364
H -1.156 3.630 -1.832
H -2.730 1.374 -3.199
H -3.209 0.242 -5.309
H -1.985 -1.821 -5.944
H -0.263 -2.751 -4.417
H 0.242 -1.633 -2.287
O -1.691 1.897 2.514
O 4.244 -5.948 4.708
C 4.853 -4.795 4.341
O 6.044 -4.588 4.488
C 3.889 -3.804 3.814
C 3.966 -2.485 4.265
C 3.028 -1.550 3.825
C 2.029 -1.939 2.931
S 0.863 -0.799 2.412
C 1.970 -3.247 2.453
C 2.906 -4.185 2.890
H 3.269 -5.880 4.684
H 4.740 -2.182 4.964
H 3.077 -0.525 4.183
H 1.202 -3.538 1.741
H 2.864 -5.194 2.494
F -2.178 -0.522 1.664
B -3.230 -1.522 1.741
F -3.616 -1.924 0.398
F -4.382 -0.961 2.428
F -2.746 -2.681 2.473

The calculation puts the lowest unoccupied orbital energy at -1.39 eV. The gap between HOMO and LUMO comes out at 6.773 eV. Its largest force on an atom is 4.29 eV Å⁻¹. The value obtained for the energy above the lowest of the compared OMol25 structures with the same formula, charge and spin is 0.00 kcal/mol. The charge is 0.

3.
DFT (wB97M-V/def2-TZVPD) results for a structure of composition C9H20Cl2N2O2PSSc in a non-equilibrium geometry.

Element x y z (Å)
C 0.964 -4.244 -2.598
C 0.181 -3.345 -1.695
H 0.226 -4.962 -2.971
H 1.772 -4.772 -2.095
H 1.355 -3.679 -3.467
O -1.035 -3.284 -1.621
Cl 1.083 -2.357 -0.587
Sc -0.189 1.088 0.197
P -0.043 1.073 -2.538
C -1.441 1.396 -3.653
C 0.968 2.580 -2.827
H 1.789 -0.416 -3.142
H 1.018 0.314 -4.590
H 0.208 -1.006 -3.722
C 0.839 -0.122 -3.597
H 2.014 2.369 -2.564
H 0.933 2.889 -3.886
H -1.123 1.467 -4.702
H -2.004 2.294 -3.403
H 0.635 3.422 -2.201
H -2.124 0.549 -3.591
C -2.062 1.619 -0.536
O -3.173 1.829 -0.843
Cl 1.099 2.854 0.763
C -0.918 1.456 5.118
N -1.359 0.214 4.397
C -0.701 -0.166 3.251
S -1.565 -0.399 1.737
N 0.649 -0.352 3.323
C 1.318 -0.674 4.595
H 0.070 1.790 4.766
H -0.904 1.279 6.206
H -1.657 2.251 4.934
H -2.377 0.125 4.333
H 1.093 -0.756 2.498
H 2.036 -1.494 4.443
H 1.880 0.187 4.986
H 0.543 -1.015 5.284

The calculation puts the lowest unoccupied orbital energy at -8.72 eV. The gap between HOMO and LUMO comes out at 7.598 eV. Its largest force on an atom is 9.38 eV Å⁻¹. The charge is +2.

4.
DFT (wB97M-V/def2-TZVPD) results for a cluster of 2 separate species, C5H14 in total in a non-equilibrium geometry.

Element x y z (Å)
C 0.437 1.789 -1.723
C 1.753 1.618 -0.943
C 1.732 0.315 -0.055
H -0.296 2.134 -1.077
H 0.173 0.810 -2.114
H 0.551 2.432 -2.516
H 2.669 1.693 -1.551
H 1.871 2.487 -0.261
H 0.794 0.308 0.588
H 1.714 -0.552 -0.709
H 2.582 0.593 0.601
C -1.159 -1.871 1.576
C -2.579 -1.706 0.995
H -0.928 -1.336 2.583
H -0.988 -2.989 1.889
H -0.194 -1.532 0.987
H -3.167 -2.600 0.617
H -2.558 -0.881 0.150
H -3.327 -1.438 1.718

The calculation puts the lowest unoccupied orbital energy at 1.10 eV. The gap between HOMO and LUMO comes out at 12.289 eV. Its largest force on an atom is 3.33 eV Å⁻¹. The value obtained for the energy above the lowest of the compared OMol25 structures with the same formula, charge and spin is 33.12 kcal/mol. The SMILES is CCC.CC. The charge is 0.

5.
DFT (wB97M-V/def2-TZVPD) results for an isolated molecule of C4H6O2 in a non-equilibrium geometry.

Element x y z (Å)
C 0.663 0.718 -1.204
C 0.460 -0.492 -0.679
C -0.941 -0.639 -0.117
C -0.669 0.277 1.038
O -1.237 1.164 1.594
O 0.562 -0.397 1.485
H -0.188 1.234 -1.642
H 1.645 1.104 -1.418
H 1.198 -1.288 -0.625
H -1.197 -1.595 0.344
H -1.697 -0.353 -0.846
H 1.274 0.232 1.670

The calculation puts the lowest unoccupied orbital energy at 0.83 eV. The gap between HOMO and LUMO comes out at 10.118 eV. Its largest force on an atom is 2.36 eV Å⁻¹. The value obtained for the energy above the lowest of the compared OMol25 structures with the same formula, charge and spin is 52.59 kcal/mol. The SMILES is C=CCC(=O)O. The charge is 0.

6.
DFT (wB97M-V/def2-TZVPD) results for an isolated molecule of C5H8O2.

Element x y z (Å)
C -1.261 -0.280 1.278
C -0.653 0.157 0.180
C -0.719 1.587 -0.290
C -0.014 -0.824 -0.777
O 1.357 -0.526 -1.114
C 2.200 -0.746 -0.079
O 1.855 -1.178 0.990
H -1.878 0.387 1.872
H -1.185 -1.318 1.600
H 0.256 1.957 -0.626
H -1.089 2.256 0.490
H -1.398 1.653 -1.148
H -0.546 -0.756 -1.732
H -0.114 -1.842 -0.381
H 3.253 -0.492 -0.305

The calculation puts the lowest unoccupied orbital energy at 0.92 eV. The gap between HOMO and LUMO comes out at 10.501 eV. Its largest force on an atom is 0.87 eV Å⁻¹. The value obtained for the energy above the lowest of the compared OMol25 structures with the same formula, charge and spin is 19.60 kcal/mol. The SMILES is C=C(C)COC=O. The charge is 0.